{"formula": "C5H12NS2", "method": "wB97M-V/def2-TZVPD", "smiles": "CC1([NH3+])SCCCS1", "lumo_ha": -0.1335, "e_homo_ev": -12.82, "gap_ev": 9.19, "total_energy_ev": -28531.8478, "charge": 1, "elements": ["C", "C", "C", "C", "C", "N", "S", "S", "H", "H", "H", "H", "H", "H", "H", "H", "H", "H", "H", "H"], "xyz": [[-2.118651, -0.045612, 0.504393], [-1.563828, -1.283454, -0.030316], [-1.490852, 1.246105, 0.002381], [1.032606, 0.147096, 0.089919], [1.337556, 0.111679, -1.314962], [2.475573, 0.008888, 0.964344], [0.192419, -1.440919, 0.560038], [0.141385, 1.583455, 0.735251], [-3.278671, -0.030481, 0.194355], [-2.035558, -0.084736, 1.626168], [-1.793422, -2.340364, 0.315686], [-1.738199, -1.560349, -1.129057], [-1.293696, 1.138413, -1.133342], [-2.116606, 2.104137, 0.336910], [0.414023, 0.164967, -2.013755], [1.832792, -0.819584, -1.622916], [2.028433, 0.949483, -1.544131], [1.955930, 0.473065, 1.745367], [3.222400, 0.710547, 0.593863], [2.796359, -1.032330, 1.119810]], "forces_ev_per_angstrom": [[-3.73, 0.49, 1.11], [1.86, -3.36, -1.74], [0.28, -0.75, -1.31], [-0.22, -2.18, 1.35], [0.41, 0.69, -3.48], [-1.42, 0.97, -0.84], [0.34, 0.08, -0.12], [0.67, 0.43, 0.14], [2.39, 0.16, 0.84], [-0.40, 0.17, -0.99], [-0.81, 1.57, 0.69], [0.77, 1.36, 1.02], [-0.80, 0.81, 1.73], [0.58, -0.45, -0.74], [1.41, 0.18, 1.41], [-0.09, 0.17, 0.29], [-0.53, -0.24, -0.34], [1.49, -0.90, 0.55], [-1.45, -1.88, 0.74], [-0.76, 2.68, -0.30]]}